Here is a 3-piece molecular cluster, C33H59BF2N6O3 overall at a distorted geometry from the Open Molecules 2025 dataset. Energies are from ωB97M-V with the def2-TZVPD basis set.

Geometry as XYZ:
```
104
Properties=species:S:1:pos:R:3:mulliken_charge:R:1
C 2.701 1.245 4.179 -1.163
C 1.709 0.275 3.324 0.222
C 1.985 0.373 1.736 -0.394
C 1.335 -0.884 0.906 0.149
C 0.920 -0.475 -0.617 -0.840
C 0.097 -1.564 1.719 -0.565
C -1.234 -0.782 2.041 1.431
B -1.519 0.787 1.600 0.561
C -1.546 1.968 2.716 -0.854
O -1.763 1.094 0.209 -0.676
C -2.439 -1.466 2.841 0.483
C -3.821 -0.665 3.122 -1.314
C -4.710 -0.623 1.743 0.996
C -5.839 -1.766 1.681 -1.017
C -5.416 0.836 1.709 -1.270
C -2.218 -2.919 3.327 0.028
C -3.407 -3.635 4.169 -1.542
N -4.424 -4.287 3.263 -0.431
C -0.900 -3.770 3.043 0.317
N -0.890 -5.105 3.584 -0.310
C 0.341 -5.712 3.198 0.474
N 0.551 -7.134 3.679 0.000
C 1.931 -7.327 4.187 0.457
O 2.551 -8.349 3.796 -0.476
F 2.639 -6.437 5.036 -0.194
C -0.331 -7.215 4.901 0.701
O -1.388 -7.868 4.951 -0.477
F 0.002 -6.468 6.095 -0.231
C 1.489 -5.099 2.348 -0.546
N 1.434 -3.758 1.869 -0.388
C 0.217 -3.072 2.222 -0.053
H 3.661 0.668 4.406 0.323
H 2.235 1.533 5.186 0.348
H 2.932 2.212 3.594 0.213
H 0.632 0.570 3.615 -0.224
H 1.868 -0.785 3.733 0.208
H 3.113 0.470 1.544 0.399
H 1.450 1.315 1.365 -0.255
H 2.220 -1.623 0.777 0.628
H 1.542 -1.003 -1.416 0.230
H -0.199 -0.719 -0.702 0.143
H 1.012 0.666 -0.739 -0.038
H -2.443 2.652 2.443 0.235
H -1.704 1.582 3.796 0.322
H -0.616 2.656 2.645 0.328
H -2.192 0.319 -0.238 0.299
H -4.487 -1.185 3.893 0.384
H -3.631 0.399 3.529 0.305
H -4.014 -0.721 0.820 -0.141
H -5.703 -2.489 0.785 0.241
H -6.847 -1.220 1.492 0.355
H -5.972 -2.350 2.656 0.188
H -5.956 1.029 0.716 0.359
H -6.206 0.829 2.558 0.377
H -4.614 1.632 1.888 0.160
H -2.997 -4.492 4.838 0.305
H -3.906 -2.903 4.915 0.346
H -5.126 -4.808 3.813 0.256
H -3.967 -4.882 2.558 0.205
H 2.423 -5.716 2.079 0.397
C -0.903 4.359 -1.907 -1.317
C 0.154 4.734 -0.878 -0.345
N 1.479 4.208 -1.179 0.551
C 2.402 4.306 -0.054 -0.250
C 2.786 5.703 0.432 -1.248
C 2.040 4.556 -2.483 -0.245
C 2.185 6.038 -2.823 -1.217
H -0.940 3.277 -2.060 0.092
H -1.889 4.683 -1.563 0.472
H -0.724 4.842 -2.871 0.367
H -0.178 4.321 0.081 0.389
H 0.169 5.824 -0.762 0.239
H 3.318 3.751 -0.287 0.435
H 1.956 3.766 0.790 -0.118
H 3.482 6.190 -0.251 0.256
H 3.293 5.627 1.399 0.462
H 1.918 6.349 0.571 0.263
H 1.417 4.092 -3.256 -0.130
H 3.016 4.072 -2.601 0.430
H 1.290 6.615 -2.576 0.236
H 2.355 6.152 -3.899 0.452
H 3.040 6.488 -2.319 0.274
C 0.162 1.029 -4.205 -1.160
C 1.492 0.916 -4.941 -0.607
N 1.982 -0.453 -5.056 0.244
C 3.378 -0.535 -5.484 -0.671
C 3.721 -0.020 -6.880 -0.993
C 1.080 -1.413 -5.684 -0.733
C 0.591 -1.110 -7.100 -1.016
H 0.210 0.553 -3.223 0.114
H -0.088 2.083 -4.052 0.344
H -0.656 0.579 -4.773 0.412
H 2.221 1.505 -4.373 0.559
H 1.399 1.396 -5.923 0.194
H 3.723 -1.571 -5.394 0.368
H 3.984 0.024 -4.760 0.378
H 3.384 -0.707 -7.658 0.220
H 4.808 0.063 -6.982 0.399
H 3.301 0.968 -7.076 0.270
H 0.200 -1.525 -5.041 0.321
H 1.543 -2.406 -5.677 0.430
H 0.261 -0.075 -7.217 0.258
H -0.265 -1.750 -7.337 0.382
H 1.358 -1.318 -7.847 0.262
```

The calculation puts the frontier orbital gap at 6.8 eV. As for the SMILES: CCC[C@H](C)c1c(B(C)O)c(CC(C)C)c(CN)c2nc(N(C(=O)F)C(=O)F)cnc12.CCN(CC)CC.CCN(CC)CC. Its total energy is -2071.348213 Ha. The highest occupied orbital energy is -8.149 eV. Its largest force on an atom is 6.62 eV/Å.